Record 1
116
Properties=species:S:1:pos:R:3:mulliken_charge:R:1 method="wB97M-V/def2-TZVPD" homo_ev=-14.1 lumo_energy_ev=-10.31 total_charge=+3
Pt 1.31376 0.04235 0.08557 1.17
S 1.54489 5.76685 4.33515 -0.14
C 1.99724 7.17850 3.51729 -0.33
C 2.30419 6.95323 2.18873 -0.65
C 2.17692 5.61814 1.82695 -0.39
C 1.76592 4.80107 2.87934 0.29
C 1.49847 3.40265 2.88065 1.08
C 1.76938 2.59907 1.75774 -0.99
N 1.43968 1.32226 1.67648 0.32
C 0.87189 0.69746 2.77826 -0.89
C 0.64770 1.42203 3.99337 0.69
C 0.11607 0.69111 5.10743 -1.32
C -0.15788 -0.62839 5.02571 -1.09
C 0.02692 -1.36061 3.80677 0.55
C -0.25128 -2.69816 3.66214 -0.83
C -0.06155 -3.34107 2.40270 1.38
C 0.41619 -2.55338 1.33760 -0.71
N 0.69593 -1.26932 1.45373 0.68
C 0.52829 -0.63951 2.67702 0.21
C -0.37714 -4.71880 2.24266 0.30
C -0.31313 -5.52118 1.10450 -0.42
C -0.72059 -6.82936 1.33840 -0.68
C -1.09896 -7.04873 2.64906 -0.32
S -0.96351 -5.66261 3.61147 -0.14
C 0.92799 2.76718 4.02428 -0.91
H 2.02113 8.11352 4.04346 0.49
H 2.60268 7.73910 1.51970 0.43
H 2.36380 5.25868 0.83222 0.50
H 2.28071 3.02951 0.90647 0.61
H -0.05116 1.23212 6.02447 0.57
H -0.53873 -1.16717 5.87791 0.57
H -0.61672 -3.26709 4.50148 0.55
H 0.55909 -2.99238 0.35942 -0.21
H 0.01668 -5.16852 0.14437 0.58
H -0.74668 -7.60116 0.59111 0.44
H -1.44931 -7.96440 3.08594 0.48
H 0.72142 3.34765 4.90996 0.53
I 0.37548 -6.36915 -6.37847 0.15
C 0.78824 -4.83453 -4.97238 -0.28
C 2.10547 -4.47359 -4.70994 -0.67
C 2.36537 -3.49241 -3.77296 -0.53
C 1.31745 -2.86813 -3.09380 0.38
C 0.00104 -3.23824 -3.37097 0.05
C -0.26657 -4.21569 -4.30916 -0.92
C 1.62439 -1.82672 -2.07054 0.28
O 2.78449 -1.48516 -1.82845 -0.96
O 0.63594 -1.29063 -1.44800 0.44
H 2.91473 -4.95752 -5.23343 0.44
H 3.38462 -3.21262 -3.55327 0.56
H -0.81347 -2.76789 -2.83923 0.39
H -1.28375 -4.50203 -4.52486 0.53
N 7.52756 -1.65543 1.74753 -0.44
C 6.27236 -1.27674 1.48980 1.03
C 5.16283 -1.93634 2.05952 -0.97
C 3.89233 -1.52120 1.74088 -0.64
N 3.64185 -0.49166 0.93436 0.29
C 4.67634 0.16832 0.41635 -0.64
C 5.98413 -0.18062 0.64845 -0.94
H 7.72727 -2.44900 2.33558 0.21
H 8.30594 -1.20021 1.29993 0.21
H 5.31218 -2.75170 2.75140 0.42
H 3.03929 -2.02083 2.18046 0.59
H 4.44417 1.03557 -0.18532 0.48
H 6.78856 0.38128 0.20132 0.39
N 2.76432 1.17689 -2.24089 0.27
C 2.90489 2.20941 -3.07751 -0.70
C 2.04698 3.20378 -2.64845 -1.15
C 1.40386 2.67336 -1.53516 -0.78
N 1.85265 1.43920 -1.30186 0.90
H 3.19483 0.24569 -2.23831 0.19
H 3.56999 2.18129 -3.91473 0.58
H 1.90923 4.17425 -3.07421 0.58
H 0.65548 3.13339 -0.91817 0.79
C -3.07667 -1.54886 1.38313 -1.10
C -3.43683 -1.87237 -0.03402 0.34
C -4.28233 -2.94016 -0.31280 -0.66
C -4.67685 -3.22287 -1.60991 -0.98
C -4.24978 -2.41838 -2.65401 -0.77
C -3.39996 -1.35574 -2.39981 -0.92
C -2.99494 -1.08943 -1.10007 1.64
Sb -1.70213 0.59239 -0.70612 -0.87
C -1.46282 1.56672 -2.63229 1.30
C -0.98907 0.74201 -3.64465 -1.04
C -0.82795 1.23135 -4.92724 -1.08
C -1.11110 2.56364 -5.18376 -0.87
C -1.54332 3.38943 -4.16343 -0.97
C -1.71191 2.91945 -2.86224 0.98
C -2.16661 3.86849 -1.79824 -1.55
C -2.94321 1.83402 0.60167 0.75
C -2.31430 2.35113 1.72279 -0.05
C -3.00942 3.15145 2.61162 -0.62
C -4.34660 3.42125 2.37165 -0.99
C -4.96817 2.89700 1.25457 -0.89
C -4.28565 2.09024 0.34350 0.73
C -5.01059 1.54233 -0.84192 -1.26
H -3.28791 -2.39090 2.03725 0.64
H -3.66745 -0.69700 1.72767 0.33
H -2.02071 -1.28772 1.47521 -0.14
H -4.64036 -3.55164 0.50092 0.52
H -5.32157 -4.06469 -1.80645 0.46
H -4.58020 -2.60994 -3.66382 0.56
H -3.07927 -0.72255 -3.21604 0.52
H -0.73951 -0.28849 -3.43011 0.73
H -0.48923 0.57837 -5.71730 0.56
H -0.98440 2.96028 -6.17840 0.47
H -1.75854 4.42627 -4.37222 0.52
H -1.96429 4.89436 -2.09546 0.57
H -1.67876 3.67701 -0.84177 0.17
H -3.24251 3.78117 -1.64735 0.30
H -1.26798 2.13486 1.90300 0.18
H -2.50968 3.55613 3.47861 0.57
H -4.90427 4.03891 3.05732 0.44
H -6.00990 3.11312 1.07160 0.50
H -5.91252 2.11860 -1.03084 0.60
H -5.31160 0.51047 -0.65695 0.33
H -4.38994 1.55522 -1.73835 0.13



Record 2
119
Properties=species:S:1:pos:R:3:mulliken_spin:R:1 method="wB97M-V/def2-TZVPD" homo_ev="-9.4 / -9.4" s2=6.005 lumo_energy_ev="-2.95 / -2.94" spin_multiplicity=5 total_charge=+1
Pm -1.10977 -1.17604 1.07995 4.03
C 2.01406 -1.36156 4.67647 0.00
C 1.16383 -1.93381 3.60068 0.00
N -0.06598 -1.66406 3.40687 0.00
N -0.79687 -0.96730 4.33436 0.00
C -1.82470 -0.30704 3.83417 0.00
N -2.32750 0.57703 4.63044 0.00
S 0.18966 1.09894 2.21788 -0.01
C 1.80306 -2.66973 2.53747 0.00
C 3.12944 -3.01523 2.47607 0.00
C 3.63721 -3.72607 1.39838 0.00
C 2.78400 -4.00389 0.33947 0.00
C 1.44118 -3.53810 0.43275 0.00
N 0.99137 -2.92025 1.50838 0.00
H 3.02294 -1.19725 4.25269 0.00
H 2.07677 -2.00212 5.52530 0.00
H 1.73317 -0.36836 4.99673 0.00
H -0.31126 -0.72234 5.19110 0.00
H -2.04537 0.71320 5.56491 0.00
H -3.17253 1.02259 4.38591 0.00
H 3.82907 -2.73073 3.26208 0.00
H 4.64059 -4.08941 1.39876 0.00
H 3.07856 -4.61726 -0.51764 0.00
H 0.70981 -3.67195 -0.36040 0.00
S -1.90400 -3.15514 -0.74082 -0.01
C -2.82882 -3.49656 0.64820 0.00
N -2.49781 -3.06943 1.85430 0.00
C -3.45528 -3.47285 2.78031 0.00
C -3.39201 -3.38556 4.18474 0.00
C -4.36394 -3.99811 4.92920 0.00
C -5.46497 -4.59555 4.35107 0.00
C -5.50901 -4.74793 2.99737 0.00
C -4.52569 -4.18394 2.24277 0.00
S -4.30564 -4.34590 0.54403 0.00
H -2.55956 -2.90286 4.58342 0.00
H -4.31176 -3.93789 5.99927 0.00
H -6.22837 -5.02774 5.02327 0.00
H -6.26967 -5.28719 2.42454 0.00
Te 1.47398 3.24827 -2.06774 0.00
C 3.50690 3.10271 -2.64486 0.00
C 4.43298 2.73321 -1.68085 0.00
C 5.67861 2.39993 -2.14172 0.00
N 6.10658 2.59627 -3.40511 0.00
C 5.23207 3.04656 -4.26478 0.00
C 3.90920 3.30773 -3.96113 0.00
C 1.20204 1.71049 -0.72019 -0.01
P 1.66576 1.82285 0.90925 0.00
C 2.14846 3.54390 1.30685 0.00
C 1.07817 4.42738 1.24823 0.00
C 1.36739 5.74785 1.43366 0.00
C 2.62914 6.23816 1.64282 0.00
C 3.69850 5.29554 1.81344 0.00
C 3.41933 3.93399 1.67870 0.00
C 3.15794 0.84745 1.31756 0.00
C 3.53398 0.75006 2.66999 0.00
C 4.76728 0.19142 2.97113 0.00
C 5.66654 -0.15478 1.96658 0.00
C 5.24104 -0.13297 0.64104 0.00
C 3.99836 0.38559 0.32003 0.00
P 0.73373 0.07459 -1.19446 0.02
C 1.95204 -0.67841 -2.32481 0.00
C 2.92431 -1.58730 -1.88221 0.00
C 4.00938 -1.92461 -2.74513 0.00
C 4.13561 -1.40805 -4.03236 0.00
C 3.13538 -0.56652 -4.50450 0.00
C 2.12208 -0.17680 -3.62134 0.00
C -0.75125 0.26535 -2.23300 0.00
C -1.65104 1.15051 -1.85358 0.00
C -3.08409 0.92695 -2.20525 -0.01
C -3.44016 -0.43824 -2.82630 0.00
C -2.34234 -1.08695 -3.60444 0.00
C -1.09956 -0.80260 -3.25102 0.00
H 4.14432 2.69133 -0.65809 0.00
H 6.47857 2.05915 -1.49782 0.00
H 5.65798 3.27633 -5.22502 0.00
H 3.20600 3.62605 -4.70734 0.00
H 0.00833 4.12309 1.15114 0.00
H 0.51724 6.47747 1.42564 0.00
H 2.83683 7.32676 1.72850 0.00
H 4.71125 5.57020 2.00576 0.00
H 4.19167 3.21517 1.86303 0.00
H 2.78447 1.05450 3.40061 0.00
H 5.13413 0.21745 3.99034 0.00
H 6.65400 -0.52061 2.28131 0.00
H 5.92855 -0.47658 -0.09923 0.00
H 3.69238 0.32910 -0.70496 0.00
H 2.89043 -2.05357 -0.93529 0.00
H 4.73362 -2.65037 -2.39558 0.00
H 4.99483 -1.77599 -4.61787 0.00
H 3.20959 -0.17673 -5.52906 0.00
H 1.43734 0.59847 -3.95121 0.00
H -1.48873 1.98201 -1.17646 0.00
H -3.67217 1.12603 -1.30801 0.00
H -3.87833 -1.21403 -2.19340 0.00
H -2.62411 -1.83525 -4.32442 0.00
H -0.29155 -1.29981 -3.73599 0.00
C -4.63012 1.84283 0.98808 0.00
C -3.68390 0.89763 1.35729 0.01
N -3.63637 -0.34101 0.83098 0.00
C -4.58791 -0.68680 -0.07067 0.00
C -5.51317 0.23403 -0.52987 0.00
C -5.59135 1.48647 0.09624 0.00
C -6.33551 0.01660 -1.75948 0.00
C -5.95091 0.11874 -3.05532 0.00
C -4.53883 0.28548 -3.65385 0.00
C -4.63473 0.03807 -5.10725 0.00
C -4.20102 0.92004 -6.02175 0.00
N -3.42415 2.07634 -5.62171 0.00
C -3.33184 2.30128 -4.38028 0.00
N -3.91264 1.64835 -3.31785 0.00
H -4.58650 2.84710 1.37172 0.00
H -2.85706 1.21694 2.01710 0.00
H -4.57385 -1.69153 -0.54898 0.00
H -6.29168 2.22081 -0.24571 0.00
H -7.42636 -0.07290 -1.58710 0.00
H -6.76896 0.00582 -3.78775 0.00
H -5.21581 -0.83697 -5.40100 0.00
H -4.43105 0.81497 -7.08494 0.00
H -2.66550 3.07539 -4.02341 0.00